No. 1
Molecular formula: C48H52CsN2O6P2
Method: DFT, ωB97M-V with the def2-TZVPD basis set

- frontier orbital gap (eV) = 5.539
- relative energy (zero: lowest compared OMol25 entry of this formula, charge and spin) (eV) = 0.840
- total charge = -1
- HOMO energy (Ha) = -0.137

CARTESIAN COORDINATES (ANGSTROEM)
1 Cs -1.195 -0.484 -0.429
2 C 1.955 1.024 -0.865
3 O 1.118 1.934 -0.179
4 C 1.846 2.791 0.659
5 C 0.912 3.808 1.280
6 O -0.022 3.284 2.195
7 C 0.519 2.715 3.366
8 C 0.232 1.232 3.428
9 O -1.152 1.058 3.542
10 C -1.537 -0.298 3.501
11 H 2.804 1.539 -1.333
12 H 1.364 0.568 -1.655
13 H 2.347 0.254 -0.186
14 H 2.601 3.339 0.075
15 H 2.391 2.216 1.426
16 H 0.321 4.259 0.483
17 H 1.516 4.593 1.758
18 H 0.047 3.198 4.226
19 H 1.601 2.886 3.432
20 H 0.759 0.784 4.289
21 H 0.605 0.745 2.513
22 H -1.274 -0.812 4.436
23 H -1.030 -0.820 2.681
24 H -2.608 -0.343 3.306
25 C -4.899 -3.219 0.844
26 O -5.877 -2.214 1.013
27 C -5.703 -1.133 0.156
28 C -6.691 -0.869 -0.759
29 C -6.592 0.232 -1.615
30 C -5.467 1.029 -1.537
31 C -4.447 0.784 -0.614
32 C -3.287 1.713 -0.561
33 N -2.500 2.024 -1.527
34 N -2.832 1.449 -2.752
35 C -1.878 0.819 -3.390
36 O -0.666 0.584 -3.061
37 C -2.342 0.219 -4.700
38 C -1.398 -0.132 -5.660
39 C -1.785 -0.720 -6.857
40 C -3.126 -0.986 -7.099
41 C -4.073 -0.655 -6.136
42 C -3.686 -0.053 -4.947
43 C -4.536 -0.308 0.303
44 O -3.647 -0.582 1.193
45 H -5.138 -4.022 1.544
46 H -3.904 -2.823 1.062
47 H -4.921 -3.619 -0.178
48 H -7.550 -1.531 -0.793
49 H -7.375 0.446 -2.331
50 H -5.348 1.867 -2.212
51 H -3.031 2.150 0.406
52 H -0.355 0.062 -5.446
53 H -1.038 -0.979 -7.599
54 H -3.431 -1.452 -8.029
55 H -5.121 -0.869 -6.311
56 H -4.410 0.204 -4.185
57 C 2.536 -4.994 -0.082
58 C 3.508 -4.154 0.758
59 P 2.800 -2.536 1.328
60 C 4.099 -1.942 2.474
61 C 3.788 -0.803 3.222
62 C 4.714 -0.241 4.085
63 C 5.982 -0.798 4.200
64 C 6.309 -1.918 3.454
65 C 5.372 -2.489 2.598
66 C 1.561 -3.175 2.525
67 C 1.858 -3.594 3.821
68 C 0.851 -4.068 4.649
69 C -0.462 -4.133 4.195
70 C -0.770 -3.722 2.907
71 C 0.241 -3.246 2.085
72 C 2.343 -4.543 -1.533
73 P 1.388 -2.955 -1.758
74 C 0.206 -3.378 -3.077
75 C 0.561 -3.687 -4.390
76 C -0.421 -3.899 -5.344
77 C -1.767 -3.798 -5.002
78 C -2.130 -3.514 -3.695
79 C -1.140 -3.314 -2.741
80 C 2.575 -1.898 -2.663
81 C 2.090 -0.971 -3.589
82 C 2.958 -0.094 -4.220
83 C 4.316 -0.114 -3.931
84 C 4.802 -1.010 -2.990
85 C 3.937 -1.894 -2.360
86 H 1.565 -5.039 0.421
87 H 2.911 -6.021 -0.097
88 H 4.410 -3.944 0.175
89 H 3.817 -4.728 1.637
90 H 2.803 -0.358 3.127
91 H 4.449 0.636 4.661
92 H 6.713 -0.356 4.866
93 H 7.296 -2.355 3.536
94 H 5.647 -3.368 2.030
95 H 2.875 -3.536 4.190
96 H 1.088 -4.382 5.658
97 H -1.245 -4.489 4.851
98 H -1.793 -3.741 2.552
99 H 0.031 -2.903 1.079
100 H 1.765 -5.307 -2.057
101 H 3.306 -4.478 -2.044
102 H 1.606 -3.724 -4.674
103 H -0.138 -4.114 -6.367
104 H -2.529 -3.914 -5.761
105 H -3.172 -3.413 -3.422
106 H -1.414 -3.086 -1.716
107 H 1.024 -0.890 -3.783
108 H 2.559 0.625 -4.926
109 H 4.989 0.577 -4.424
110 H 5.857 -1.021 -2.743
111 H 4.335 -2.581 -1.624

These are the Löwdin partial charges, in e, on atoms 1 to 5:
1. Cs 1.1402
2. C -0.1332
3. O -0.2122
4. C -0.2278
5. C -0.1829

***

No. 2
Molecular formula: C48H52N7O3P3PbS2Se2
Method: DFT, ωB97M-V with the def2-TZVPD basis set

- frontier orbital gap (eV) = 8.231
- relative energy (zero: lowest compared OMol25 entry of this formula, charge and spin) (eV) = 0.000
- HOMO energy (Ha) = -0.285

CARTESIAN COORDINATES (ANGSTROEM)
1 Pb 0.150 -1.174 -0.416
2 Se 0.289 6.300 -0.617
3 P 1.982 5.058 -0.710
4 C 2.986 5.426 -2.175
5 C 2.506 5.026 -3.420
6 C 3.168 5.408 -4.574
7 C 4.309 6.199 -4.491
8 C 4.790 6.595 -3.253
9 C 4.129 6.211 -2.092
10 C 3.107 5.245 0.710
11 C 2.885 6.258 1.635
12 C 3.775 6.442 2.688
13 C 4.883 5.617 2.812
14 C 5.103 4.602 1.888
15 C 4.219 4.411 0.838
16 C 1.695 3.280 -0.833
17 C 0.643 2.383 -0.617
18 N 1.129 1.163 -0.940
19 N 2.386 1.289 -1.324
20 N 2.748 2.551 -1.275
21 P -1.039 2.521 -0.009
22 Se -2.104 0.647 -0.007
23 C -1.893 3.660 -1.108
24 C -1.649 3.567 -2.474
25 C -2.320 4.406 -3.348
26 C -3.232 5.332 -2.857
27 C -3.477 5.418 -1.494
28 C -2.810 4.580 -0.614
29 C -1.009 3.221 1.664
30 C 0.077 3.949 2.140
31 C 0.058 4.475 3.422
32 C -1.048 4.279 4.236
33 C -2.131 3.544 3.771
34 C -2.110 3.008 2.493
35 H 1.613 4.414 -3.481
36 H 2.794 5.096 -5.541
37 H 4.820 6.506 -5.395
38 H 5.681 7.208 -3.189
39 H 4.508 6.524 -1.127
40 H 2.014 6.893 1.522
41 H 3.605 7.236 3.406
42 H 5.577 5.760 3.631
43 H 5.973 3.964 1.986
44 H 4.380 3.621 0.115
45 H -0.933 2.844 -2.846
46 H -2.124 4.344 -4.410
47 H -3.754 5.989 -3.542
48 H -4.178 6.151 -1.114
49 H -2.977 4.661 0.453
50 H 0.947 4.102 1.521
51 H 0.913 5.035 3.780
52 H -1.064 4.694 5.236
53 H -2.989 3.377 4.410
54 H -2.940 2.411 2.137
55 C -5.593 -2.403 -3.076
56 C -4.925 -2.163 -1.739
57 C -5.178 -3.276 -0.741
58 O -3.515 -1.898 -1.985
59 P -2.264 -2.860 -1.926
60 S -1.784 -3.377 -0.064
61 S -0.790 -1.864 -2.885
62 O -2.782 -4.101 -2.771
63 C -2.026 -5.193 -3.375
64 C -1.569 -4.791 -4.764
65 C -0.884 -5.662 -2.490
66 H -6.678 -2.412 -2.944
67 H -5.279 -3.360 -3.495
68 H -5.334 -1.608 -3.777
69 H -5.274 -1.221 -1.317
70 H -4.825 -4.235 -1.124
71 H -6.252 -3.346 -0.564
72 H -4.678 -3.076 0.206
73 H -2.772 -5.982 -3.454
74 H -0.832 -3.990 -4.703
75 H -2.415 -4.439 -5.357
76 H -1.121 -5.651 -5.266
77 H -0.120 -4.885 -2.407
78 H -0.429 -6.551 -2.932
79 H -1.239 -5.906 -1.488
80 C -4.606 -3.043 5.976
81 C -3.489 -3.649 5.164
82 C -3.508 -4.983 4.781
83 C -2.470 -5.559 4.056
84 C -1.380 -4.778 3.695
85 N -0.272 -5.260 2.958
86 C -0.135 -6.468 2.350
87 O -0.849 -7.432 2.537
88 N 0.953 -6.592 1.470
89 C 1.535 -5.701 0.558
90 C 2.282 -6.244 -0.489
91 C 2.810 -5.424 -1.465
92 C 2.566 -4.061 -1.395
93 N 1.888 -3.526 -0.386
94 C 1.414 -4.313 0.572
95 C -1.352 -3.433 4.057
96 C -2.391 -2.881 4.781
97 H -5.373 -3.783 6.200
98 H -5.078 -2.215 5.443
99 H -4.227 -2.650 6.922
100 H -4.356 -5.601 5.056
101 H -2.506 -6.596 3.765
102 H 0.479 -4.607 2.861
103 H 1.036 -7.559 1.205
104 H 2.428 -7.318 -0.537
105 H 3.383 -5.840 -2.284
106 H 2.915 -3.380 -2.165
107 H 0.885 -3.778 1.347
108 H -0.516 -2.808 3.755
109 H -2.355 -1.830 5.047
110 C 5.704 -1.268 -0.271
111 C 4.926 -0.062 0.267
112 C 3.638 -0.466 0.835
113 N 2.625 -0.772 1.280
114 H 6.663 -0.945 -0.672
115 H 5.144 -1.758 -1.068
116 H 5.882 -2.001 0.516
117 H 4.707 0.654 -0.527
118 H 5.494 0.452 1.042

These are the Löwdin partial charges, in e, on atoms 1 to 5:
1. Pb 0.8023
2. Se 0.3786
3. P 0.5360
4. C -0.3550
5. C -0.0909

***

No. 3
Molecular formula: C48H53Br2F3N3O11
Method: DFT, ωB97M-V with the def2-TZVPD basis set

- frontier orbital gap (eV) = 7.022
- total charge = +1
- HOMO energy (Ha) = -0.415

CARTESIAN COORDINATES (ANGSTROEM)
1 C -4.379 -0.093 2.672
2 O -4.878 -1.230 1.986
3 C -4.286 -1.501 0.737
4 C -3.171 -2.570 0.763
5 C -2.356 -2.631 2.058
6 C -1.174 -1.636 2.075
7 C -0.858 -1.075 3.473
8 C 0.652 -0.856 3.726
9 C 0.956 0.431 4.495
10 C 2.425 0.935 4.462
11 C 3.384 0.303 3.438
12 C 3.474 1.007 2.071
13 C 2.354 0.803 1.051
14 C 2.185 -0.594 0.394
15 C 3.029 -1.758 0.917
16 C 2.962 -2.922 -0.088
17 F 1.993 -2.689 -1.033
18 Br 4.658 -3.154 -0.999
19 C 2.558 -4.262 0.570
20 F 2.504 -5.234 -0.344
21 F 1.321 -4.106 1.077
22 Br 3.763 -4.796 1.991
23 C 0.985 1.475 1.424
24 N 0.718 2.452 0.326
25 C 1.635 2.217 -0.645
26 N 1.432 2.457 -1.976
27 N 2.718 1.678 -0.141
28 H -3.756 0.538 2.028
29 H -3.804 -0.359 3.558
30 H -5.226 0.514 2.996
31 H -3.925 -0.569 0.279
32 H -5.084 -1.866 0.083
33 H -2.508 -2.358 -0.085
34 H -3.619 -3.545 0.559
35 H -1.941 -3.641 2.117
36 H -3.000 -2.453 2.919
37 H -0.294 -2.138 1.657
38 H -1.422 -0.820 1.380
39 H -1.266 -1.768 4.213
40 H -1.369 -0.118 3.602
41 H 1.174 -0.909 2.768
42 H 1.022 -1.705 4.312
43 H 0.687 0.255 5.540
44 H 0.276 1.220 4.160
45 H 2.863 0.800 5.452
46 H 2.421 2.017 4.288
47 H 3.210 -0.769 3.336
48 H 4.393 0.379 3.856
49 H 3.491 2.084 2.274
50 H 4.428 0.774 1.589
51 H 2.417 -0.483 -0.668
52 H 1.133 -0.893 0.434
53 H 2.614 -2.110 1.863
54 H 4.070 -1.492 1.086
55 H 1.108 2.041 2.346
56 H 0.163 0.768 1.517
57 H -0.229 2.450 -0.033
58 H 1.423 3.369 -2.408
59 H 1.204 1.671 -2.560
60 H 3.467 1.368 -0.768
61 C 1.132 -2.735 -6.778
62 C 2.232 -3.477 -6.882
63 C 3.095 -3.746 -5.703
64 O 4.107 -4.403 -5.796
65 C 2.676 -3.168 -4.399
66 C 1.572 -2.432 -4.297
67 C 0.719 -2.150 -5.478
68 O -0.267 -1.450 -5.381
69 H 0.493 -2.516 -7.624
70 H 2.557 -3.911 -7.819
71 H 3.329 -3.361 -3.556
72 H 1.249 -1.994 -3.361
73 C -8.129 1.013 -0.908
74 C -7.153 1.476 -0.134
75 C -7.425 1.961 1.242
76 O -6.531 2.381 1.948
77 C -8.827 1.908 1.723
78 C -9.805 1.445 0.950
79 C -9.534 0.960 -0.428
80 O -10.421 0.536 -1.134
81 H -7.957 0.653 -1.915
82 H -6.121 1.524 -0.459
83 H -8.999 2.266 2.730
84 H -10.836 1.396 1.277
85 C -2.391 -0.013 7.066
86 C -2.738 -0.266 8.325
87 C -3.906 0.409 8.951
88 O -4.220 0.180 10.097
89 C -4.669 1.373 8.117
90 C -4.319 1.624 6.858
91 C -3.154 0.951 6.237
92 O -2.838 1.180 5.086
93 H -1.545 -0.491 6.587
94 H -2.200 -0.965 8.952
95 H -5.515 1.850 8.595
96 H -4.858 2.321 6.229
97 C 1.187 1.030 -6.544
98 C 0.854 1.816 -5.524
99 C 1.390 3.193 -5.405
100 O 1.094 3.902 -4.458
101 C 2.297 3.676 -6.471
102 C 2.637 2.893 -7.493
103 C 2.112 1.506 -7.610
104 O 2.421 0.790 -8.532
105 H 0.805 0.022 -6.655
106 H 0.171 1.493 -4.748
107 H 2.663 4.690 -6.365
108 H 3.303 3.219 -8.282
109 C 7.134 0.643 -4.461
110 C 6.546 0.323 -3.311
111 C 5.336 1.033 -2.852
112 O 4.798 0.726 -1.798
113 C 4.791 2.113 -3.703
114 C 5.376 2.438 -4.852
115 C 6.594 1.726 -5.326
116 O 7.118 2.020 -6.374
117 H 8.020 0.139 -4.824
118 H 6.916 -0.463 -2.664
119 H 3.903 2.615 -3.338
120 H 5.003 3.225 -5.495

These are the Löwdin partial charges, in e, on atoms 1 to 5:
1. C -0.0987
2. O -0.1803
3. C -0.2353
4. C -0.1667
5. C -0.1853

***

No. 4
Molecular formula: C48H53N4O11
Method: DFT, ωB97M-V with the def2-TZVPD basis set

- frontier orbital gap (eV) = 6.275
- total charge = +1
- HOMO energy (Ha) = -0.380

CARTESIAN COORDINATES (ANGSTROEM)
1 C 7.449 -3.307 2.677
2 C 6.499 -2.082 2.662
3 C 5.046 -2.571 2.882
4 C 6.720 -1.341 1.332
5 C 6.397 -2.236 0.112
6 C 6.058 0.026 1.255
7 O 4.660 -0.013 1.572
8 C 3.791 0.471 0.600
9 C 3.991 1.983 0.348
10 N 2.764 2.647 -0.227
11 C 1.665 2.224 0.407
12 N 0.946 3.056 1.166
13 N 1.371 0.882 0.273
14 C 2.355 0.066 1.047
15 C 2.094 0.088 2.551
16 C 0.614 0.189 2.914
17 C -0.279 -0.814 2.189
18 C -1.770 -0.491 2.385
19 N -2.555 -0.769 1.205
20 C -3.021 -1.989 0.803
21 C -3.736 -1.825 -0.346
22 C -3.711 -0.448 -0.667
23 C -2.978 0.167 0.307
24 H 6.951 -4.196 2.297
25 H 7.840 -3.500 3.673
26 H 8.295 -3.140 2.009
27 H 6.811 -1.457 3.500
28 H 4.447 -2.443 1.985
29 H 4.572 -1.996 3.676
30 H 5.038 -3.621 3.160
31 H 7.791 -1.125 1.277
32 H 7.323 -2.627 -0.303
33 H 5.743 -3.062 0.372
34 H 5.967 -1.619 -0.680
35 H 6.243 0.463 0.270
36 H 6.536 0.687 1.983
37 H 3.951 -0.037 -0.360
38 H 4.294 2.495 1.263
39 H 4.802 2.123 -0.362
40 H 2.826 3.662 -0.231
41 H -0.046 3.229 1.043
42 H 1.431 3.618 1.849
43 H 1.495 0.645 -0.709
44 H 2.213 -0.963 0.718
45 H 2.524 -0.799 3.008
46 H 2.626 0.933 3.001
47 H 0.230 1.196 2.759
48 H 0.529 0.007 3.987
49 H -0.088 -1.822 2.560
50 H -0.095 -0.817 1.117
51 H -1.890 0.566 2.614
52 H -2.166 -1.063 3.222
53 H -2.833 -2.909 1.330
54 H -4.248 -2.594 -0.899
55 H -4.178 0.013 -1.521
56 H -2.777 1.224 0.372
57 C -1.650 3.005 -1.550
58 C -2.433 2.258 -2.317
59 C -3.895 2.522 -2.401
60 O -4.601 1.823 -3.092
61 C -4.440 3.645 -1.589
62 C -3.651 4.381 -0.806
63 C -2.200 4.107 -0.741
64 O -1.465 4.762 -0.013
65 H -0.584 2.824 -1.474
66 H -2.047 1.431 -2.894
67 H -5.507 3.815 -1.656
68 H -4.011 5.194 -0.187
69 C 4.010 -5.384 -1.116
70 C 3.180 -5.930 -2.000
71 C 3.079 -7.406 -2.154
72 O 2.323 -7.898 -2.961
73 C 3.940 -8.245 -1.282
74 C 4.770 -7.697 -0.398
75 C 4.869 -6.225 -0.245
76 O 5.625 -5.725 0.563
77 H 4.102 -4.313 -0.988
78 H 2.544 -5.339 -2.648
79 H 3.849 -9.315 -1.411
80 H 5.407 -8.288 0.247
81 C -1.052 8.203 2.048
82 C -1.838 7.487 1.249
83 C -3.295 7.764 1.169
84 O -4.020 7.111 0.443
85 C -3.840 8.860 2.006
86 C -3.051 9.573 2.805
87 C -1.592 9.301 2.891
88 O -0.871 9.948 3.616
89 H 0.014 8.027 2.127
90 H -1.472 6.683 0.626
91 H -4.905 9.040 1.927
92 H -3.424 10.377 3.427
93 C -0.916 -1.794 -4.299
94 C -1.195 -3.083 -4.476
95 C -1.459 -3.980 -3.318
96 O -1.711 -5.152 -3.478
97 C -1.401 -3.381 -1.959
98 C -1.120 -2.093 -1.786
99 C -0.857 -1.206 -2.943
100 O -0.607 -0.024 -2.777
101 H -0.723 -1.121 -5.125
102 H -1.245 -3.540 -5.456
103 H -1.604 -4.047 -1.131
104 H -1.084 -1.633 -0.805
105 C -8.949 1.019 -2.736
106 C -7.689 0.648 -2.529
107 C -7.348 -0.760 -2.200
108 O -6.199 -1.100 -2.004
109 C -8.462 -1.736 -2.114
110 C -9.722 -1.364 -2.322
111 C -10.067 0.044 -2.649
112 O -11.213 0.383 -2.839
113 H -9.225 2.038 -2.976
114 H -6.856 1.336 -2.589
115 H -8.188 -2.755 -1.874
116 H -10.552 -2.057 -2.263

These are the Löwdin partial charges, in e, on atoms 1 to 5:
1. C -0.0607
2. C -0.3546
3. C -0.0578
4. C -0.3244
5. C -0.0376